1.
47
Properties=species:S:1:pos:R:3 method="wB97M-V/def2-TZVPD" homo_lumo_gap_ev=7.3 e_lumo_ev=-1.6 total_charge=0 e_homo_ev=-8.89
O 1.085 -6.602 0.225
O 2.712 -1.101 -0.251
F 6.439 -6.381 -0.830
N -0.257 -3.830 0.199
O -0.600 2.751 0.176
O -2.903 2.231 0.725
B -1.602 1.758 0.449
C 1.620 -5.527 0.093
C 1.800 -1.893 -0.155
C 1.004 -4.197 0.062
C 5.561 -4.229 -0.555
C -1.887 -2.087 0.421
C -2.208 -0.745 0.429
C 0.048 -0.120 0.023
C 4.110 -6.135 -0.322
C 4.501 -3.345 -0.353
C 5.375 -5.601 -0.568
C -0.554 -2.494 0.187
C -1.254 0.252 0.302
C 0.406 -1.482 0.006
C 3.065 -5.278 -0.056
C 3.251 -3.888 -0.156
N 2.011 -3.269 -0.145
C -1.783 3.424 -1.744
C -0.791 5.138 -0.061
C -4.021 4.193 -0.105
C -2.621 4.262 2.001
C -1.448 3.769 -0.269
C -2.763 3.631 0.612
H 6.583 -3.853 -0.690
H -2.637 -2.815 0.528
H -3.223 -0.434 0.601
H 0.804 0.661 0.019
H 3.915 -7.195 -0.380
H 4.558 -2.264 -0.409
H -2.471 4.140 -2.216
H -2.228 2.445 -1.830
H -0.823 3.444 -2.241
H -0.496 5.211 0.990
H -1.514 5.938 -0.219
H 0.076 5.239 -0.700
H -4.904 4.214 0.563
H -3.849 5.229 -0.447
H -4.278 3.612 -0.973
H -1.645 4.033 2.483
H -2.758 5.318 1.906
H -3.405 3.866 2.672

=====

2.
48
Properties=species:S:1:pos:R:3 method="wB97M-V/def2-TZVPD" homo_lumo_gap_ev=6.9 e_lumo_ev=-0.7 total_charge=0 e_homo_ev=-7.60
C 1.669 -3.534 0.551
O 0.489 -3.173 -0.127
C 0.673 -2.694 -1.428
C -0.467 -2.303 -2.151
N -1.763 -2.339 -1.494
C -2.089 -1.858 -0.287
N -3.378 -2.087 -0.031
C -4.138 -1.725 1.169
C -3.932 -2.741 -1.152
C -2.938 -2.901 -2.054
C -0.361 -1.838 -3.473
O -1.532 -1.482 -4.153
C -1.335 -0.965 -5.450
C 0.909 -1.758 -4.043
C 2.029 -2.126 -3.335
C 1.919 -2.589 -2.045
H 1.399 -3.871 1.552
H 2.165 -4.351 0.027
H 2.334 -2.675 0.638
H -3.487 -1.203 1.868
H -4.963 -1.071 0.896
H -4.531 -2.618 1.650
H -4.965 -3.020 -1.275
H -3.019 -3.352 -3.030
H -2.303 -0.678 -5.860
H -0.697 -0.082 -5.412
H -0.893 -1.723 -6.097
H 1.015 -1.405 -5.052
H 3.001 -2.046 -3.794
H 2.807 -2.858 -1.503
Cl -0.049 0.521 1.404
C 0.956 1.501 2.456
Cl 2.304 0.551 3.041
C 1.541 2.602 1.630
O 1.749 2.418 0.456
C 1.862 3.881 2.300
C 1.268 4.164 3.542
C 1.591 5.345 4.177
C 2.487 6.180 3.563
C 3.014 5.817 2.348
N 2.723 4.701 1.705
C 0.323 3.217 4.117
Cl -0.648 3.707 5.461
C 0.163 1.985 3.613
H 1.144 5.584 5.128
H 2.782 7.106 4.025
H 3.726 6.467 1.862
H -0.554 1.319 4.068